<a>
CH9NO3 | ωB97M-V with the def2-TZVPD basis set

Geometry as XYZ:
```
14
Properties=species:S:1:pos:R:3:lowdin_charge:R:1
N 0.973 -0.244 -1.052 0.011
C -0.312 -0.683 -1.503 -0.300
O -1.370 -0.587 -0.486 -0.062
H 1.774 -0.818 -0.862 0.064
H 0.945 0.569 -0.500 0.021
H -0.109 -1.686 -1.846 0.111
H -0.479 -0.085 -2.341 0.084
H -1.215 0.289 -0.157 -0.004
H -0.778 1.749 0.776 0.062
H -0.159 2.899 0.049 0.037
O -0.661 2.126 -0.106 -0.024
H 0.756 -0.757 3.236 -0.011
H 0.517 -1.749 2.159 0.034
O 0.118 -1.024 2.634 -0.024
```

* gap between HOMO and LUMO: 0.34555 Eh
* E_HOMO: -8.9 eV
* SMILES: NCO.O.O
* 2S+1: 1
* net charge: 0

<b>
CH9NO3 | ωB97M-V with the def2-TZVPD basis set

Geometry as XYZ:
```
14
Properties=species:S:1:pos:R:3:lowdin_charge:R:1
C -0.298 0.689 2.332 -0.105
N -0.073 0.813 1.100 0.034
H 0.471 1.034 3.019 0.062
H -1.180 0.227 2.762 0.068
H -0.866 0.469 0.557 0.047
H -0.252 -2.798 -1.171 0.045
H -0.233 -3.309 0.287 0.042
O -0.206 -2.514 -0.252 -0.058
H 1.794 1.552 -1.637 0.050
H 1.017 1.962 -0.379 0.004
O 1.073 2.114 -1.335 -0.075
H -0.647 -0.721 -1.354 -0.020
H -0.108 0.652 -1.796 -0.018
O -0.493 -0.172 -2.132 -0.074
```

* gap between HOMO and LUMO: 0.41630 Eh
* E_HOMO: -10.7 eV
* SMILES: C=N.O.O.O
* 2S+1: 1
* net charge: 0

It is <b> that is most stable; the runner-up trails by 40.1 kJ/mol.